Below is an isolated molecule of C5H10N2 in a non-equilibrium geometry, with properties calculated with ωB97M-V/def2-TZVPD.

XYZ file:
```
17
Properties=species:S:1:pos:R:3:forces:R:3
C 1.1304 0.3118 0.9277 -0.831 -3.695 2.686
C -0.1007 0.9285 0.5402 -4.644 -1.855 2.548
C 0.4004 -0.2440 -0.2872 -0.410 2.382 1.280
C -0.3558 -1.5101 -0.3872 -0.191 -1.832 1.939
C 0.9780 0.1512 -1.5796 3.357 -0.417 -0.232
N -2.2590 1.3550 1.6128 0.279 0.643 -1.524
N -1.3789 0.5224 1.4513 1.936 -0.676 -2.081
H 1.8694 1.0062 0.8207 2.674 0.955 -0.439
H 1.1426 -0.3284 1.9032 -0.050 1.370 -1.870
H -0.1810 1.8659 0.1190 -0.064 2.034 -0.650
H -1.2102 -1.4923 -1.0594 0.301 0.328 -0.571
H -0.8645 -1.8724 0.5739 1.270 0.520 -1.071
H 0.4331 -2.2108 -0.7304 -0.967 -0.350 0.134
H 0.2518 0.3785 -2.2858 -1.461 0.082 -1.532
H 1.6099 -0.7509 -1.9133 -0.735 1.476 0.001
H 1.6430 1.0645 -1.5439 -0.539 -1.046 0.198
H -3.1085 0.8248 1.8380 0.073 0.081 1.182
```
Positions in Å, forces in eV/Å.

Calculated values
Calculated total energy   -8323.886 eV
Relative energy (zero: lowest compared OMol25 entry of this formula, charge and spin)   332.59 kJ/mol
Strongest force on any atom   0.1091 hartree/bohr
Spin multiplicity   1
Frontier orbital gap   9.6 eV

Results of the natural (NBO) charge analysis, in e, for atoms 1 through 5: number 1, C, carries -0.418; number 2, C, carries -0.113; number 3, C, carries -0.064; number 4, C, carries -0.611; number 5, C, carries -0.584